1.
Density functional theory data (the ωB97M-V functional and the def2-TZVPD basis) for the molecule C16H18ClF3N2O2.

The value obtained for the energy is -44636.6010 eV. The value obtained for the LUMO energy is 0.6 eV. The value obtained for the gap between HOMO and LUMO is 9.8 eV. As for the SMILES: O=C(NCCC(=O)N1CCC[C@@H](C(F)(F)F)C1)c1ccccc1Cl. The net charge is 0. Its spin multiplicity is 1. For the highest occupied orbital energy, the calculation gives -0.3358 hartree.

Element x y z (Å)
O  -3.51  -1.95  -1.08
C  -3.10  -1.10  -0.31
N  -2.01  -1.26  0.46
C  -1.19  -2.44  0.41
C  0.20  -2.15  -0.16
C  0.97  -1.20  0.75
O  0.44  -0.65  1.69
N  2.28  -1.01  0.47
C  3.05  -1.58  -0.61
C  3.58  -0.48  -1.53
C  4.40  0.53  -0.73
C  3.63  1.05  0.48
C  2.54  2.04  0.08
F  1.96  2.60  1.15
F  1.56  1.51  -0.66
F  3.04  3.05  -0.65
C  3.04  -0.11  1.30
C  -3.83  0.20  -0.12
C  -5.21  0.14  0.02
C  -5.96  1.28  0.20
C  -5.34  2.52  0.21
C  -3.97  2.61  0.04
C  -3.21  1.45  -0.12
Cl  -1.51  1.62  -0.37
H  -1.66  -0.52  1.06
H  -1.71  -3.16  -0.23
H  -1.09  -2.86  1.41
H  0.10  -1.69  -1.15
H  0.74  -3.09  -0.27
H  3.90  -2.13  -0.18
H  2.44  -2.28  -1.19
H  2.74  0.02  -2.02
H  4.21  -0.93  -2.30
H  5.31  0.04  -0.36
H  4.71  1.36  -1.37
H  4.30  1.63  1.13
H  3.87  -0.65  1.77
H  2.38  0.26  2.08
H  -5.68  -0.83  -0.01
H  -7.03  1.21  0.32
H  -5.91  3.42  0.35
H  -3.47  3.56  0.04

For reference, the Mulliken charges in units of e are: number 1, O, carries -0.663; number 2, C, carries 0.515; number 3, N, carries -0.110; number 4, C, carries -1.249; number 5, C, carries -0.643; number 6, C, carries 1.111; number 7, O, carries -0.722; number 8, N, carries 0.103; number 9, C, carries -0.813; number 10, C, carries -0.603; number 11, C, carries -1.120; number 12, C, carries 0.334; number 13, C, carries 0.588; number 14, F, carries -0.295; number 15, F, carries -0.177; number 16, F, carries -0.323; number 17, C, carries -1.432; number 18, C, carries 0.193; number 19, C, carries -0.576; number 20, C, carries -0.635; number 21, C, carries -0.387; number 22, C, carries -0.615; number 23, C, carries 0.529; number 24, Cl, carries -0.046; number 25, H, carries 0.238; number 26, H, carries 0.474; number 27, H, carries 0.333; number 28, H, carries 0.304; number 29, H, carries 0.498; number 30, H, carries 0.254; number 31, H, carries 0.452; number 32, H, carries 0.263; number 33, H, carries 0.419; number 34, H, carries 0.425; number 35, H, carries 0.388; number 36, H, carries 0.421; number 37, H, carries 0.426; number 38, H, carries 0.505; number 39, H, carries 0.439; number 40, H, carries 0.390; number 41, H, carries 0.373; number 42, H, carries 0.436

=====

2.
Density functional theory data (the ωB97M-V functional and the def2-TZVPD basis) for a structure of composition C36H59F2HgN8O8S2 in a non-equilibrium geometry.

The value obtained for the energy is -97849.0648 eV. The value obtained for the LUMO energy is -8.6 eV. The value obtained for the gap between HOMO and LUMO is 1.0 eV. The net charge is +1. Its spin multiplicity is 1. For the highest occupied orbital energy, the calculation gives -0.3535 hartree.

Element x y z (Å)
Hg  -4.74  -22.69  -37.95
N  -5.65  -24.92  -34.49
S  -5.24  -26.33  -34.09
O  -6.34  -27.35  -33.94
O  -4.05  -26.52  -33.25
F  -4.67  -26.80  -35.53
S  -6.52  -24.75  -33.06
O  -5.72  -24.83  -31.84
O  -7.93  -25.22  -32.98
F  -6.61  -23.17  -33.25
N  -1.20  -24.60  -27.63
C  0.14  -24.80  -27.96
C  0.87  -24.60  -26.81
C  -0.01  -24.29  -25.79
C  -1.25  -24.22  -26.32
H  -2.04  -24.52  -28.19
H  0.41  -25.07  -28.96
H  1.94  -24.71  -26.75
H  0.26  -24.03  -24.78
H  -2.17  -23.88  -25.87
N  -12.04  -21.07  -27.16
C  -12.61  -19.86  -27.41
C  -11.83  -19.17  -28.33
C  -10.84  -20.04  -28.69
C  -11.00  -21.25  -28.01
H  -12.35  -21.76  -26.49
H  -13.45  -19.53  -26.82
H  -11.94  -18.17  -28.71
H  -10.05  -19.93  -29.42
H  -10.45  -22.18  -28.10
N  1.97  -27.32  -36.21
C  2.78  -28.42  -36.49
C  3.57  -28.65  -35.35
C  3.25  -27.70  -34.43
C  2.30  -26.81  -34.95
H  1.32  -26.89  -36.85
H  2.61  -28.92  -37.43
H  4.30  -29.45  -35.34
H  3.72  -27.74  -33.46
H  1.91  -25.88  -34.57
N  -8.92  -34.42  -35.77
C  -9.97  -33.51  -35.81
C  -11.15  -34.27  -35.96
C  -10.82  -35.61  -36.26
C  -9.39  -35.61  -36.19
H  -7.95  -34.30  -35.55
H  -9.89  -32.47  -35.53
H  -12.15  -33.85  -35.97
H  -11.45  -36.47  -36.41
H  -8.74  -36.47  -36.25
N  -15.40  -23.98  -31.40
C  -16.66  -24.03  -30.82
C  -17.56  -24.59  -31.67
C  -16.81  -25.02  -32.75
C  -15.55  -24.55  -32.61
H  -14.55  -23.53  -31.11
H  -16.74  -23.39  -29.95
H  -18.64  -24.59  -31.57
H  -17.28  -25.49  -33.60
H  -14.67  -24.67  -33.23
N  -10.68  -28.12  -26.03
C  -9.73  -27.48  -26.81
C  -8.71  -27.01  -25.95
C  -9.13  -27.26  -24.63
C  -10.27  -28.02  -24.73
H  -11.39  -28.73  -26.41
H  -9.72  -27.38  -27.88
H  -7.86  -26.36  -26.08
H  -8.56  -27.03  -23.75
H  -10.73  -28.56  -23.91
N  -2.68  -34.60  -33.08
C  -2.44  -33.97  -34.34
C  -2.57  -34.89  -35.36
C  -3.00  -36.11  -34.78
C  -3.08  -35.89  -33.42
H  -2.71  -34.16  -32.17
H  -2.18  -32.92  -34.29
H  -2.29  -34.78  -36.39
H  -3.24  -37.02  -35.31
H  -3.32  -36.59  -32.63
C  -7.81  -28.50  -39.86
C  -8.43  -27.14  -39.62
O  -7.47  -26.09  -39.85
H  -7.12  -28.85  -39.09
H  -7.35  -28.41  -40.84
H  -8.61  -29.23  -39.89
H  -8.88  -27.04  -38.63
H  -9.14  -26.95  -40.42
H  -7.54  -25.88  -40.79
C  -11.15  -20.60  -36.39
C  -10.44  -21.00  -37.69
O  -9.04  -20.68  -37.67
H  -10.81  -21.28  -35.61
H  -12.23  -20.76  -36.48
H  -10.97  -19.55  -36.15
H  -10.94  -20.55  -38.55
H  -10.58  -22.08  -37.72
H  -8.94  -19.84  -38.13
C  -4.16  -30.50  -28.66
C  -2.72  -30.51  -28.07
O  -2.36  -31.89  -28.02
H  -4.34  -29.44  -28.79
H  -4.88  -30.86  -27.93
H  -4.31  -30.97  -29.64
H  -2.68  -30.14  -27.04
H  -2.15  -29.80  -28.66
H  -1.41  -31.96  -28.15
C  -1.43  -20.28  -34.12
C  -2.30  -19.14  -34.50
O  -3.31  -19.44  -35.40
H  -0.82  -20.47  -35.01
H  -2.00  -21.18  -33.86
H  -0.78  -20.12  -33.26
H  -1.70  -18.30  -34.86
H  -2.78  -18.72  -33.62
H  -3.92  -18.70  -35.35

Results of the Mulliken charge analysis, in e, for atoms 1 through 99: number 1, Hg, carries 0.195; number 2, N, carries -0.111; number 3, S, carries 1.027; number 4, O, carries -0.561; number 5, O, carries -0.550; number 6, F, carries -0.301; number 7, S, carries 1.008; number 8, O, carries -0.530; number 9, O, carries -0.544; number 10, F, carries -0.249; number 11, N, carries -0.007; number 12, C, carries -0.442; number 13, C, carries -0.269; number 14, C, carries -0.409; number 15, C, carries -0.368; number 16, H, carries 0.228; number 17, H, carries 0.385; number 18, H, carries 0.380; number 19, H, carries 0.379; number 20, H, carries 0.363; number 21, N, carries 0.006; number 22, C, carries -0.491; number 23, C, carries -0.396; number 24, C, carries -0.280; number 25, C, carries -0.419; number 26, H, carries 0.205; number 27, H, carries 0.381; number 28, H, carries 0.392; number 29, H, carries 0.393; number 30, H, carries 0.426; number 31, N, carries -0.016; number 32, C, carries -0.208; number 33, C, carries -0.375; number 34, C, carries -0.266; number 35, C, carries -0.552; number 36, H, carries 0.217; number 37, H, carries 0.374; number 38, H, carries 0.381; number 39, H, carries 0.381; number 40, H, carries 0.366; number 41, N, carries -0.011; number 42, C, carries -0.479; number 43, C, carries -0.255; number 44, C, carries -0.421; number 45, C, carries -0.263; number 46, H, carries 0.228; number 47, H, carries 0.378; number 48, H, carries 0.378; number 49, H, carries 0.378; number 50, H, carries 0.364; number 51, N, carries -0.004; number 52, C, carries -0.420; number 53, C, carries -0.266; number 54, C, carries -0.344; number 55, C, carries -0.477; number 56, H, carries 0.220; number 57, H, carries 0.349; number 58, H, carries 0.365; number 59, H, carries 0.368; number 60, H, carries 0.371; number 61, N, carries -0.025; number 62, C, carries -0.538; number 63, C, carries -0.333; number 64, C, carries -0.263; number 65, C, carries -0.407; number 66, H, carries 0.240; number 67, H, carries 0.411; number 68, H, carries 0.388; number 69, H, carries 0.378; number 70, H, carries 0.363; number 71, N, carries -0.017; number 72, C, carries -0.410; number 73, C, carries -0.378; number 74, C, carries -0.319; number 75, C, carries -0.450; number 76, H, carries 0.216; number 77, H, carries 0.390; number 78, H, carries 0.391; number 79, H, carries 0.392; number 80, H, carries 0.374; number 81, C, carries -0.813; number 82, C, carries -0.313; number 83, O, carries -0.517; number 84, H, carries 0.254; number 85, H, carries 0.241; number 86, H, carries 0.301; number 87, H, carries 0.282; number 88, H, carries 0.266; number 89, H, carries 0.298; number 90, C, carries -0.841; number 91, C, carries -0.278; number 92, O, carries -0.491; number 93, H, carries 0.220; number 94, H, carries 0.314; number 95, H, carries 0.270; number 96, H, carries 0.303; number 97, H, carries 0.210; number 98, H, carries 0.291; number 99, C, carries -0.950

=====

3.
Density functional theory data (the ωB97M-V functional and the def2-TZVPD basis) for a cluster of 2 separate species, C7H13NO6PS in total in a non-equilibrium geometry.

The value obtained for the energy is -41361.4783 eV. The value obtained for the LUMO energy is 6.3 eV. The value obtained for the gap between HOMO and LUMO is 1.6 eV. The net charge is -3. Its spin multiplicity is 1. For the highest occupied orbital energy, the calculation gives 0.1728 hartree.

Element x y z (Å)
C  -2.58  -2.36  -0.82
C  -1.48  -1.98  -1.92
S  0.27  -2.28  -1.41
C  0.99  -0.81  -0.52
C  0.09  0.50  -0.52
C  -0.97  0.43  0.68
O  -0.69  1.64  1.44
C  -0.42  2.64  0.47
O  -0.96  3.74  0.26
C  0.79  1.94  -0.38
N  0.65  2.67  -1.70
H  -2.53  -1.75  0.13
H  -2.44  -3.46  -0.54
H  -3.62  -2.18  -1.28
H  -1.68  -2.66  -2.82
H  -1.71  -0.92  -2.28
H  1.24  -1.16  0.56
H  2.02  -0.60  -0.99
H  -0.29  0.53  -1.59
H  -1.06  -0.55  1.26
H  -1.95  0.72  0.14
H  1.81  2.03  0.11
H  1.26  2.24  -2.41
H  -0.33  2.65  -2.00
O  3.23  0.36  1.87
P  2.72  -0.20  3.23
O  3.91  -0.78  4.03
O  1.68  -1.32  2.95
O  2.06  0.93  4.04

For reference, the Mulliken charges in units of e are: number 1, C, carries -1.123; number 2, C, carries -0.659; number 3, S, carries 0.147; number 4, C, carries -0.732; number 5, C, carries -0.052; number 6, C, carries -0.333; number 7, O, carries -0.293; number 8, C, carries 0.194; number 9, O, carries -0.601; number 10, C, carries 0.261; number 11, N, carries -0.836; number 12, H, carries 0.195; number 13, H, carries 0.331; number 14, H, carries 0.369; number 15, H, carries 0.204; number 16, H, carries 0.407; number 17, H, carries 0.106; number 18, H, carries 0.358; number 19, H, carries 0.061; number 20, H, carries 0.313; number 21, H, carries 0.185; number 22, H, carries 0.398; number 23, H, carries 0.288; number 24, H, carries 0.288; number 25, O, carries -0.768; number 26, P, carries 0.780; number 27, O, carries -0.879; number 28, O, carries -0.802; number 29, O, carries -0.809

=====

> Which of these has the highest highest occupied orbital energy?

C7H13NO6PS

=====

> Which formula does entry 3 have?

C7H13NO6PS

=====

> Which value of net charge does entry 1 give?

0